[1]
# C41H57BCeN6O4S3

C41H57BCeN6O4S3 as an isolated structure in a non-equilibrium geometry (the ωB97M-V functional and the def2-TZVPD basis, the Open Molecules 2025 dataset).

Spin multiplicity: 1
Total charge: +2
HOMO-LUMO gap (spin up / spin down): 5.7 / 5.7 eV
Relative energy (zero: lowest compared OMol25 entry of this formula, charge and spin): 0.000 eV

Last column: Löwdin charge in e.
Geometry (Å):
Ce -14.42 -16.56 3.16  0.668
C -13.01 -22.08 5.85  -0.002
C -14.08 -22.19 4.72  -0.522
C -14.64 -23.63 4.63  -0.029
C -13.49 -21.89 3.36  -0.071
N -15.16 -21.20 4.93  0.018
C -16.40 -21.53 5.46  0.007
C -16.97 -20.38 5.84  -0.046
N -16.10 -19.34 5.63  0.062
B -16.04 -18.34 6.85  -0.516
N -16.99 -17.11 6.75  0.053
C -17.46 -16.60 7.95  -0.011
C -17.99 -15.42 7.64  -0.036
N -17.88 -15.14 6.30  0.046
C -17.26 -16.27 5.77  -0.602
S -17.08 -16.50 4.06  0.785
C -18.30 -13.87 5.56  -0.513
C -19.56 -14.17 4.78  -0.042
C -18.68 -12.78 6.58  -0.045
C -17.18 -13.32 4.65  -0.035
N -14.60 -17.88 7.29  0.063
C -13.90 -18.72 8.12  -0.043
C -12.67 -18.23 8.29  -0.035
N -12.60 -17.08 7.57  0.009
C -13.76 -16.87 6.95  -0.605
S -14.08 -15.59 5.82  0.772
C -11.45 -16.07 7.69  -0.481
C -10.25 -16.83 8.34  -0.031
C -10.98 -15.43 6.37  -0.052
C -12.03 -14.96 8.60  -0.023
C -15.05 -19.84 5.00  -0.525
S -13.72 -18.85 4.32  0.769
H -12.30 -22.90 5.64  0.101
H -13.45 -22.32 6.83  0.093
H -12.53 -21.09 5.87  0.072
H -13.88 -24.32 4.37  0.082
H -15.38 -23.65 3.85  0.091
H -15.10 -24.01 5.55  0.095
H -12.90 -22.73 3.06  0.091
H -12.80 -21.05 3.37  0.036
H -14.25 -21.67 2.59  0.090
H -16.72 -22.56 5.41  0.133
H -17.96 -20.23 6.23  0.145
H -16.39 -18.95 7.78  0.117
H -17.39 -17.13 8.88  0.140
H -18.57 -14.78 8.27  0.129
H -20.45 -14.47 5.39  0.112
H -19.37 -15.03 4.10  0.059
H -19.88 -13.27 4.26  0.093
H -19.57 -13.05 7.18  0.097
H -18.97 -11.89 6.07  0.086
H -17.82 -12.61 7.26  0.107
H -17.24 -13.76 3.69  0.018
H -16.15 -13.60 4.95  0.071
H -17.15 -12.22 4.61  0.105
H -14.37 -19.56 8.61  0.137
H -11.86 -18.58 8.94  0.136
H -9.88 -17.67 7.73  0.101
H -10.51 -17.19 9.38  0.102
H -9.46 -16.12 8.36  0.071
H -10.98 -16.19 5.60  0.082
H -9.94 -15.11 6.49  0.099
H -11.62 -14.64 6.12  0.032
H -12.52 -15.40 9.48  0.101
H -12.81 -14.41 8.07  0.060
H -11.24 -14.23 8.84  0.106
C -14.13 -14.34 -0.45  -0.015
C -14.62 -15.58 0.17  -0.196
C -13.93 -16.79 0.12  -0.169
C -12.56 -16.87 -0.54  0.012
C -14.52 -18.02 0.57  -0.225
C -13.86 -19.32 0.30  -0.003
C -15.81 -17.97 1.10  -0.291
C -16.50 -19.25 1.42  -0.024
C -16.55 -16.76 1.01  -0.242
C -18.12 -16.86 1.02  -0.029
C -15.99 -15.55 0.66  -0.187
C -16.83 -14.27 0.72  -0.005
H -14.62 -13.50 0.03  0.077
H -14.34 -14.23 -1.52  0.124
H -13.05 -14.14 -0.28  0.095
H -12.18 -15.89 -0.74  0.072
H -12.68 -17.33 -1.49  0.093
H -11.90 -17.47 0.06  0.093
H -14.59 -20.11 -0.02  0.110
H -13.47 -19.80 1.25  0.102
H -13.07 -19.25 -0.43  0.078
H -15.89 -19.93 2.06  0.088
H -16.79 -19.75 0.50  0.116
H -17.44 -19.02 1.91  0.074
H -18.61 -16.21 0.31  0.086
H -18.64 -16.72 2.00  0.057
H -18.36 -17.83 0.61  0.074
H -17.73 -14.48 1.32  0.072
H -17.15 -14.03 -0.30  0.113
H -16.34 -13.41 1.23  0.102
O -12.12 -16.28 2.90  -0.126
C -12.25 -15.01 2.66  -0.502
O -13.45 -14.51 2.74  -0.144
C -11.13 -14.12 2.31  -0.136
C -11.43 -12.81 1.85  0.001
C -10.43 -12.07 1.26  0.049
C -9.18 -12.66 1.12  -0.224
O -8.10 -12.14 0.55  0.078
C -7.02 -12.96 0.98  -0.067
O -7.65 -14.22 1.29  0.049
C -8.93 -13.93 1.55  -0.210
C -9.87 -14.70 2.23  0.103
H -12.44 -12.49 1.85  0.113
H -10.69 -11.06 0.94  0.133
H -6.57 -12.59 1.93  0.161
H -6.38 -13.09 0.11  0.150
H -9.79 -15.72 2.59  0.142

***

[2]
# C6H7N2O4

An isolated ion of composition C6H7N2O4 and charge -1 in a non-equilibrium geometry (the ωB97M-V functional and the def2-TZVPD basis, the Open Molecules 2025 dataset).

Spin multiplicity: 3
Total charge: -1
HOMO-LUMO gap (spin up / spin down): 4.4 / 7.2 eV
Relative energy (zero: lowest compared OMol25 entry of this formula, charge and spin): 0.371 eV

Last column: Mulliken spin population.
Geometry (Å):
C 0.27 1.83 0.62  0.167
C 0.77 1.63 -0.66  0.231
C 0.68 0.92 1.60  0.316
C -0.24 -1.34 -0.08  0.083
C 1.35 -0.59 0.05  0.010
C -2.53 -0.96 -0.16  0.004
N 1.43 -0.16 1.35  0.332
N 1.39 0.50 -0.93  0.436
O 2.00 0.23 -2.04  0.325
O -0.51 -2.38 0.42  0.022
O 2.20 -1.50 -0.46  -0.018
O -1.24 -0.47 -0.50  0.004
H -0.28 2.70 0.82  -0.013
H 0.49 2.45 -1.32  0.049
H 0.43 1.13 2.67  0.047
H -3.33 -0.40 -0.78  0.000
H -2.62 -0.53 0.93  0.004
H -2.62 -2.01 -0.16  0.002
H 2.38 -1.04 -1.36  0.000

***

[3]
# C7H18N3

An isolated ion of composition C7H18N3 and charge +1 in a non-equilibrium geometry (the ωB97M-V functional and the def2-TZVPD basis, the Open Molecules 2025 dataset).

Spin multiplicity: 3
Total charge: +1
HOMO-LUMO gap (spin up / spin down): 9.8 / 7.4 eV
Relative energy (zero: lowest compared OMol25 entry of this formula, charge and spin): 0.681 eV

Last column: Mulliken spin population.
Geometry (Å):
C -1.61 -0.60 -1.76  0.090
C -1.62 0.79 -1.01  -0.029
C 1.87 1.44 1.46  0.009
C 0.79 -1.96 -0.26  0.010
C -0.73 -1.56 1.51  -0.012
C 1.34 2.38 0.44  0.086
C 0.58 1.53 -0.61  -0.044
N -1.58 -1.59 -0.69  0.276
N -0.54 0.83 -0.13  0.950
N -0.48 -1.43 0.09  0.518
H -2.28 -0.59 -2.55  -0.008
H -0.66 -0.81 -2.12  0.003
H -1.61 1.57 -1.73  0.010
H -2.60 0.67 -0.55  0.038
H 2.56 0.63 1.05  -0.004
H 2.34 1.95 2.32  0.001
H 1.13 0.86 1.88  -0.003
H 1.11 -2.67 0.38  0.018
H 0.71 -2.40 -1.21  -0.014
H 1.57 -1.12 -0.37  0.027
H -0.73 -2.64 1.94  0.018
H 0.12 -0.98 1.99  0.005
H -1.78 -1.12 1.76  0.007
H 2.03 2.95 -0.14  -0.001
H 0.52 2.94 0.90  -0.007
H 0.46 1.86 -1.68  0.006
H 1.41 0.74 -0.82  0.070
H -2.34 -1.67 -0.10  -0.020

***

[4]
# C5H2F2N4O2

A 2-piece molecular cluster, C5H2F2N4O2 overall in a non-equilibrium geometry (the ωB97M-V functional and the def2-TZVPD basis, the Open Molecules 2025 dataset).

Spin multiplicity: 1
Total charge: 0
HOMO-LUMO gap (spin up / spin down): 8.8 / 8.8 eV
Relative energy (zero: lowest compared OMol25 entry of this formula, charge and spin): 0.000 eV

Last column: Löwdin charge in e.
Geometry (Å):
C 0.87 0.83 -2.32  0.012
C -1.45 0.26 1.95  -0.101
C 0.42 -0.20 -1.50  -0.203
C -0.14 -0.05 1.78  -0.084
C 0.90 -0.73 -0.23  -0.279
N -0.62 -0.74 -2.14  0.088
N 0.51 0.02 2.94  0.042
N -0.84 -0.16 -3.22  0.057
N -0.38 0.27 3.80  -0.020
O 0.07 0.85 -3.41  0.006
O -1.55 0.46 3.25  -0.024
F 0.67 -2.01 0.00  0.130
F 2.16 -0.42 0.14  0.102
H 1.82 1.35 -2.55  0.157
H -2.43 0.28 1.52  0.116

***

[5]
# CH3OP

One molecule with the formula CH3OP in a non-equilibrium geometry (the ωB97M-V functional and the def2-TZVPD basis, the Open Molecules 2025 dataset).

Spin multiplicity: 1
Total charge: 0
HOMO-LUMO gap: 10.4 eV
Relative energy (zero: lowest compared OMol25 entry of this formula, charge and spin): 1.420 eV
SMILES: C1OP1

Last column: Löwdin charge in e.
Geometry (Å):
C -0.02 -0.49 0.46  -0.429
O 0.13 -0.57 -0.93  -0.457
P 0.76 0.84 -0.45  0.838
H -1.10 -0.12 0.73  0.097
H 0.47 -1.35 0.92  0.072
H -0.24 1.69 -0.74  -0.121

***

[6]
# C29H65BCl6F4N2O11

A 12-piece molecular cluster, C29H65BCl6F4N2O11 overall in a non-equilibrium geometry (the ωB97M-V functional and the def2-TZVPD basis, the Open Molecules 2025 dataset).

Spin multiplicity: 1
Total charge: 0
HOMO-LUMO gap: 9.8 eV

Last column: Löwdin charge in e.
Geometry (Å):
C 0.73 2.65 1.33  -0.086
C -0.15 1.43 1.38  -0.169
N 0.48 0.41 0.56  -0.012
C 0.42 0.17 -0.84  -0.005
C 1.06 -1.04 -1.19  0.020
N 1.63 -1.50 0.00  -0.054
C 1.34 -0.61 0.98  0.029
C 2.46 -2.68 0.10  -0.012
H 0.48 3.38 2.10  0.011
H 0.44 3.31 0.51  0.039
H 1.79 2.45 1.41  0.098
H -1.17 1.67 1.09  0.093
H -0.32 1.02 2.37  0.118
H -0.07 0.88 -1.50  0.089
H 1.22 -1.47 -2.17  0.110
H 1.51 -0.63 2.05  0.133
H 3.25 -2.54 0.84  0.108
H 2.94 -2.93 -0.84  0.055
H 1.89 -3.45 0.63  0.093
B 3.17 -6.40 1.63  -1.452
F 3.17 -7.23 0.56  0.140
F 4.14 -5.42 1.41  0.094
F 1.98 -5.75 1.73  0.101
F 3.33 -7.13 2.78  0.131
C -2.83 3.95 0.96  -0.198
C -2.99 4.57 2.35  -0.176
C -2.48 5.92 2.01  -0.210
O -2.92 6.23 0.63  -0.140
C -3.42 5.01 0.01  -0.186
H -3.31 2.99 0.79  0.048
H -1.75 3.83 0.95  0.088
H -2.68 3.96 3.19  0.089
H -4.05 4.74 2.57  0.118
H -1.42 6.16 2.02  0.109
H -2.91 6.69 2.65  0.114
H -3.09 4.83 -1.01  0.101
H -4.51 4.96 -0.05  0.089
C -2.20 0.19 -5.26  -0.130
C -1.51 -0.93 -6.09  -0.138
C -0.25 -1.25 -5.31  -0.194
O -0.18 -0.21 -4.31  -0.137
C -1.46 0.07 -3.94  -0.311
H -3.28 0.06 -5.15  0.105
H -1.91 1.19 -5.58  0.115
H -1.14 -0.73 -7.09  0.111
H -2.16 -1.81 -6.09  0.111
H 0.65 -1.29 -5.93  0.107
H -0.29 -2.25 -4.90  0.114
H -1.41 1.03 -3.42  0.084
H -1.92 -0.61 -3.22  0.111
C 2.04 5.01 -2.67  -0.147
C 1.97 3.91 -3.72  -0.153
C 0.58 3.38 -3.36  -0.189
O 0.56 3.32 -1.93  -0.171
C 1.23 4.44 -1.45  -0.215
H 1.73 6.00 -3.01  0.111
H 3.05 5.13 -2.26  0.103
H 2.76 3.17 -3.69  0.112
H 2.03 4.24 -4.76  0.112
H 0.38 2.41 -3.82  0.103
H -0.20 4.04 -3.74  0.124
H 1.93 4.16 -0.66  0.108
H 0.45 5.12 -1.13  0.121
C -1.62 -1.71 5.21  -0.186
C -1.68 -3.26 5.11  -0.182
O -2.36 -3.73 3.94  -0.091
O -0.82 -1.21 4.13  -0.095
H -1.29 -1.45 6.22  0.125
H -2.66 -1.40 5.11  0.119
H -2.17 -3.78 5.94  0.126
H -0.65 -3.56 4.92  0.120
H -2.00 -4.62 3.85  0.107
H -1.00 -1.73 3.34  0.006
C 2.35 -0.03 4.84  -0.243
C 3.08 -1.35 4.41  -0.253
O 2.27 -2.26 3.76  -0.057
O 1.40 -0.34 5.82  -0.052
H 1.92 0.49 3.98  0.090
H 3.04 0.75 5.14  0.115
H 3.67 -1.79 5.21  0.124
H 3.86 -1.16 3.68  0.113
H 1.79 -2.71 4.46  0.086
H 0.60 -0.53 5.31  0.030
C 4.33 -1.54 -3.78  -0.270
C 3.30 -2.09 -4.78  -0.261
O 3.75 -3.33 -5.21  -0.053
O 4.42 -2.29 -2.65  -0.050
H 3.96 -0.53 -3.63  0.115
H 5.37 -1.47 -4.09  0.127
H 3.09 -1.33 -5.54  0.111
H 2.33 -2.31 -4.34  0.090
H 3.11 -3.97 -5.53  0.096
H 4.46 -3.19 -2.99  0.091
C -2.03 -2.46 0.58  -0.154
C -3.48 -2.19 0.78  -0.262
O -4.00 -3.18 1.63  -0.053
O -1.30 -2.27 1.88  -0.100
H -1.73 -1.73 -0.17  0.086
H -1.74 -3.41 0.12  0.112
H -4.05 -2.33 -0.14  0.126
H -3.57 -1.18 1.20  0.110
H -3.44 -3.22 2.41  0.035
H -1.01 -3.15 2.14  0.089
C 0.04 5.37 5.09  -0.910
Cl -0.13 3.66 4.56  0.524
Cl -0.10 5.36 6.91  0.466
H 1.06 5.63 4.81  0.027
H -0.72 5.99 4.61  0.021
C 0.87 -6.32 -1.92  -1.017
Cl -0.35 -6.24 -0.59  0.513
Cl 1.41 -4.77 -2.30  0.592
H 1.75 -6.89 -1.65  0.035
H 0.41 -6.65 -2.85  0.022
C -4.51 1.36 -2.19  -0.989
Cl -3.18 1.15 -1.02  0.592
Cl -5.42 2.81 -1.84  0.589
H -4.32 1.47 -3.26  0.021
H -5.11 0.45 -2.16  0.038

***

What is the formula in the fifth record? CH3OP

***

What did the fifth record say?
# CH3OP

One molecule with the formula CH3OP in a non-equilibrium geometry (the ωB97M-V functional and the def2-TZVPD basis, the Open Molecules 2025 dataset).

Spin multiplicity: 1
Total charge: 0
HOMO-LUMO gap: 10.4 eV
Relative energy (zero: lowest compared OMol25 entry of this formula, charge and spin): 1.420 eV
SMILES: C1OP1

Last column: Löwdin charge in e.
Geometry (Å):
C -0.02 -0.49 0.46  -0.429
O 0.13 -0.57 -0.93  -0.457
P 0.76 0.84 -0.45  0.838
H -1.10 -0.12 0.73  0.097
H 0.47 -1.35 0.92  0.072
H -0.24 1.69 -0.74  -0.121

***

What is the formula in the sixth record? C29H65BCl6F4N2O11